1.
The following is a quantum chemistry calculation of a structure of composition C5H5BeNO5 at a distorted geometry, from the Open Molecules 2025 dataset.

Summary:
- Total charge: +2
- DFT total energy: -638.6435 Eh
- Largest force on an atom: 8.78 eV Å⁻¹
- Molar mass: 168.1 g mol⁻¹

Each line ends with the Löwdin charge.
Element x y z (Å)
O (-0.20149, 4.30084, -0.59805)  0.0231
C (-0.19144, 3.22173, -0.98672)  -0.0076
Be (0.31375, -1.57717, 0.32637)  0.2460
C (1.80911, -1.67252, -0.52299)  0.2421
C (-1.15462, -1.18119, -0.48813)  0.2160
O (2.79005, -1.47322, -1.13083)  0.2977
O (-2.24663, -0.89732, -0.74055)  0.3046
N (0.92383, 0.08302, 4.19196)  0.2134
C (-0.09054, -1.03478, 3.96864)  0.0043
C (-0.26590, -1.44701, 2.53547)  -0.4960
O (-1.00646, -2.37887, 2.19193)  0.1302
O (0.50193, -0.78264, 1.66452)  -0.0692
H (1.86919, -0.14607, 3.84071)  0.1852
H (1.02506, 0.26857, 5.20421)  0.1938
H (0.64843, 0.98132, 3.76409)  0.1870
H (0.30888, -1.89534, 4.50235)  0.1637
H (-1.02137, -0.71545, 4.43551)  0.1659

Atoms 1-3, force components in eV/Å:
O 0.02 -2.88 -1.09
C -0.02 2.82 1.11
Be -0.25 0.44 1.99

***

2.
The following is a quantum chemistry calculation of a cluster of 2 separate species, C14H24ClF8O3S2 in total at a distorted geometry, from the Open Molecules 2025 dataset.

Summary:
- Total charge: +1
- DFT total energy: -2828.7581 Eh
- Relative energy (zero: lowest compared OMol25 entry of this formula, charge and spin): 14.4 kcal/mol
- Largest force on an atom: 2.36 eV Å⁻¹
- Molar mass: 491.9 g mol⁻¹

Each line ends with the Löwdin charge.
Element x y z (Å)
C (1.75932, 4.33230, 1.72189)  -0.0707
C (1.43469, 2.84159, 1.65431)  -0.4104
C (1.94270, 2.20857, 2.97278)  -0.0431
C (2.15470, 2.28591, 0.42504)  -0.1957
C (1.39191, 1.30908, -0.48193)  -0.3354
S (0.18251, 0.21478, 0.26838)  1.1837
C (0.89367, -0.64353, 1.67851)  -0.3752
C (0.76986, -2.14441, 1.55262)  -0.2337
C (1.38224, -2.72779, 2.80013)  -0.2053
C (2.86570, -2.98295, 2.60484)  -0.2647
S (3.73110, -2.23902, 3.95787)  0.2699
O (3.15842, -2.71702, 5.13825)  -0.2922
O (3.73032, -0.84834, 3.74796)  -0.3253
Cl (5.62532, -2.93415, 3.83540)  0.4417
H (1.27561, 4.89222, 0.94389)  0.0841
H (1.50372, 4.71993, 2.68407)  0.0779
H (2.82274, 4.44293, 1.62977)  0.0894
H (0.36150, 2.78563, 1.57930)  0.1083
H (1.14107, 1.70185, 3.46603)  0.0704
H (2.73170, 1.51773, 2.77059)  0.0518
H (2.35331, 2.96542, 3.60635)  0.0793
H (3.10186, 1.87087, 0.69825)  0.1163
H (2.37896, 3.12437, -0.20322)  0.1109
H (2.09382, 0.65474, -0.95544)  0.0953
H (0.88345, 1.84461, -1.25456)  0.0953
H (-0.73839, 1.02226, 0.79470)  0.0248
H (0.35553, -0.32102, 2.54351)  0.0970
H (1.91976, -0.36858, 1.85073)  0.0859
H (1.26072, -2.48497, 0.65694)  0.1192
H (-0.25349, -2.44406, 1.46168)  0.1157
H (1.27953, -1.99925, 3.58313)  0.1023
H (0.90139, -3.62661, 3.11075)  0.1277
H (3.10545, -4.02497, 2.59225)  0.1033
H (3.22866, -2.54259, 1.69752)  0.1010
C (-4.66745, -1.35165, -4.01777)  -0.0474
C (-3.62904, -2.04815, -3.13547)  -0.4452
C (-3.32364, -1.37493, -1.80231)  -0.2800
F (-2.84097, -0.12062, -1.98865)  0.0606
F (-2.36402, -2.08243, -1.14672)  0.0729
F (-2.48060, -2.21966, -3.82636)  0.1324
F (-4.11843, -3.28155, -2.83368)  0.1175
O (-4.14584, -0.49239, -4.99359)  0.0667
C (-3.80406, 0.77252, -4.62477)  -0.5496
C (-2.29546, 0.98397, -4.73195)  -0.2674
F (-1.64199, 0.07489, -3.96680)  0.0760
F (-1.99189, 2.21665, -4.27005)  0.0996
F (-4.24551, 1.05548, -3.37898)  0.1321
F (-4.39440, 1.62583, -5.48093)  0.1651
H (-5.16521, -2.14150, -4.57468)  0.1564
H (-5.43846, -0.86187, -3.42249)  0.1518
H (-4.21208, -1.32725, -1.16801)  0.1780
H (-1.97029, 0.88716, -5.76906)  0.1809

Atoms 1-3, force components in eV/Å:
C -0.01 -0.46 -0.02
C 1.04 0.68 0.53
C -0.54 0.07 -1.07

***

3.
The following is a quantum chemistry calculation of an isolated molecule of Cl2H2 at a distorted geometry, from the Open Molecules 2025 dataset.

Summary:
- Total charge: 0
- DFT total energy: -921.4671 Eh
- Relative energy (zero: lowest compared OMol25 entry of this formula, charge and spin): 73.4 kcal/mol
- Largest force on an atom: 8.99 eV Å⁻¹
- Molar mass: 72.9 g mol⁻¹

Each line ends with the Löwdin charge.
Element x y z (Å)
H (0.31705, -1.35526, -0.20354)  -0.1901
H (-1.12846, 0.75876, -0.19585)  -0.1966
Cl (0.06961, -0.69434, 0.87007)  0.1945
Cl (-0.02188, 0.72943, -0.84657)  0.1922

Atoms 1-3, force components in eV/Å:
H -0.11 -0.13 0.72
H 0.26 0.35 -0.70
Cl 0.88 -6.27 6.39

***

4.
The following is a quantum chemistry calculation of a cluster of 14 separate species, C5H35NO15 in total at a distorted geometry, from the Open Molecules 2025 dataset.

Summary:
- Total charge: 0
- DFT total energy: -1394.7871 Eh
- Relative energy (zero: lowest compared OMol25 entry of this formula, charge and spin): 110.6 kcal/mol
- Largest force on an atom: 6.60 eV Å⁻¹
- Molar mass: 349.3 g mol⁻¹

Each line ends with the Löwdin charge.
Element x y z (Å)
N (-0.64746, 0.57977, -0.48397)  0.0169
C (-0.88793, 0.02255, -1.89177)  -0.1620
C (0.44818, -0.64846, -2.21224)  -0.2229
C (1.06006, -1.07017, -0.95963)  -0.1473
C (0.23939, -0.41687, 0.24918)  -0.1933
C (-0.57031, -1.47314, 0.94471)  -0.5453
O (0.18195, -2.36714, 1.49651)  0.0948
O (-1.73282, -1.67525, 0.68393)  0.0735
H (-0.06824, 1.42518, -0.49583)  0.0685
H (-1.56158, -0.81467, -1.87560)  0.0781
H (-1.16162, 0.85823, -2.61785)  0.1434
H (1.05076, 0.12526, -2.65587)  0.0872
H (0.32089, -1.45297, -3.07830)  0.1551
H (0.96690, -2.15659, -0.72324)  0.1106
H (2.18857, -0.78810, -0.99421)  0.1281
H (0.85638, 0.21261, 0.79764)  0.0950
H (-0.22710, -3.26301, 1.87849)  0.1298
H (-4.20589, -2.87591, -0.26028)  0.0106
H (-4.42371, -1.46817, -0.63038)  -0.0146
O (-4.90252, -2.25072, -0.41037)  -0.0247
H (2.86555, 3.79756, 0.08469)  0.0399
H (3.10896, 4.17683, 1.71145)  0.0836
O (2.73326, 3.61525, 1.00906)  -0.0535
H (5.06698, 0.46126, -0.77252)  -0.0086
H (4.67666, 1.57661, -0.03244)  0.0169
O (4.98419, 1.34774, -0.88827)  0.0105
H (3.36587, 1.76381, -1.16026)  -0.0501
H (2.12030, 0.99557, -0.63423)  0.0142
O (2.43991, 1.77900, -1.14079)  -0.0348
H (-2.25213, -0.13841, 1.57289)  0.0173
H (-3.13993, -0.02295, 2.84501)  -0.0432
O (-2.86460, 0.41913, 2.13631)  -0.0188
H (-4.45790, 1.13527, -0.22512)  0.0787
H (-3.14292, 1.52201, -0.63178)  0.0705
O (-4.02817, 1.40826, -1.06940)  -0.0648
H (-0.15128, 1.15894, 3.04374)  0.0485
H (0.02918, 2.35482, 2.07809)  0.0468
O (0.44275, 1.87398, 2.83053)  -0.0391
H (-0.45412, -3.70480, -1.71834)  0.0763
H (-1.92769, -4.27969, -1.80553)  0.0969
O (-1.16840, -4.13951, -1.18188)  -0.0667
H (2.07115, 1.50249, 2.82630)  -0.0129
H (3.34567, 2.18924, 2.75351)  0.0426
O (3.02089, 1.27749, 2.92159)  -0.0766
H (-4.03467, 0.08526, -1.98730)  0.0388
H (-4.17678, 0.26965, -3.59573)  -0.0021
O (-3.76211, -0.27265, -2.95449)  -0.1337
H (3.21524, -0.87173, 1.07550)  -0.0067
H (3.50341, 0.41177, 1.36515)  0.0371
O (3.86977, -0.31360, 0.77822)  -0.0475
H (-0.19418, 4.48556, 0.34183)  0.0717
H (0.95440, 3.60942, 0.20308)  -0.0393
O (0.05381, 3.55226, 0.40576)  -0.0284
H (-0.66139, -4.83806, 0.38393)  0.0399
H (-1.59635, -4.06103, 1.33718)  0.0743
O (-0.77923, -4.62920, 1.33333)  -0.0593

Atoms 1-3, force components in eV/Å:
N -0.22 -0.98 0.01
C 1.28 0.99 0.82
C -1.05 0.02 -3.87

***

5.
The following is a quantum chemistry calculation of a structure of composition C18H25F13O6S2Yb at a distorted geometry, from the Open Molecules 2025 dataset.

Summary:
- Total charge: +2
- DFT total energy: -4404.8664 Eh
- Largest force on an atom: 1.89 eV Å⁻¹
- Molar mass: 821.5 g mol⁻¹

Each line ends with the Löwdin charge.
Element x y z (Å)
C (-0.61190, 1.19768, 2.84504)  -0.0619
C (-0.54715, 2.31574, 1.83302)  -0.2748
O (0.53108, 2.13006, 0.94612)  -0.1403
C (0.24131, 2.61171, -0.35714)  -0.1818
C (1.44606, 2.44428, -1.24922)  -0.0581
C (1.64695, 1.08082, -1.87403)  -0.3513
C (0.53285, 0.77096, -2.89975)  -0.0683
C (0.65456, 1.64833, -4.12140)  -0.2081
O (0.19061, 2.76567, -4.14830)  0.0741
O (2.87909, 1.25200, -2.67229)  -0.1403
S (3.38484, -0.19469, -3.14496)  0.6192
O (2.81096, -0.61977, -4.36605)  -0.1966
O (4.79407, -0.21040, -3.00844)  -0.1890
O (2.69992, -0.98712, -1.94837)  -0.1605
C (2.06046, -0.12117, -0.97525)  -0.3382
C (0.80158, -0.71819, -0.35886)  -0.0528
C (0.50516, -2.18474, -0.71830)  -0.0291
C (-0.94536, -2.44355, -1.05098)  -0.4194
F (-1.36892, -1.59806, -2.01964)  0.1270
F (-1.06021, -3.69492, -1.54985)  0.1440
C (-1.90996, -2.38274, 0.19725)  -0.3226
F (-1.19814, -2.09583, 1.30792)  0.1479
F (-2.50163, -3.58029, 0.39228)  0.1716
C (-3.04672, -1.33609, 0.03376)  -0.3625
F (-2.51034, -0.11127, -0.10823)  0.1476
F (-3.76947, -1.66715, -1.05469)  0.1792
C (-4.04874, -1.37076, 1.24182)  -0.3519
F (-4.93217, -2.37314, 1.04420)  0.1672
F (-3.45695, -1.53983, 2.43572)  0.1646
S (-5.09544, 0.25040, 1.38074)  0.8756
F (-5.05684, 0.61410, -0.11227)  -0.0433
F (-6.48025, -0.45962, 1.19329)  -0.1083
F (-5.33469, 0.07870, 3.01609)  -0.2105
F (-3.90171, 1.18172, 1.71440)  -0.0928
F (-6.08108, 1.67493, 1.57896)  -0.3452
C (3.16476, 0.29916, -0.00446)  -0.0647
C (3.52317, -0.66672, 1.14174)  -0.3599
C (2.70180, -0.42525, 2.42457)  -0.0586
C (3.52864, -2.15321, 0.78083)  -0.0403
H (-1.54983, 1.26382, 3.39188)  0.0630
H (-0.54831, 0.22265, 2.37298)  0.0565
H (0.19513, 1.26328, 3.56230)  0.0815
H (-1.48888, 2.35526, 1.28132)  0.0946
H (-0.39574, 3.25079, 2.37039)  0.1272
H (-0.62800, 2.06735, -0.73605)  0.1070
H (-0.05564, 3.65771, -0.31088)  0.1373
H (2.32494, 2.77573, -0.71299)  0.1391
H (1.31176, 3.13442, -2.07389)  0.1289
H (0.49148, -0.28031, -3.15012)  0.1196
H (-0.41826, 1.04158, -2.44906)  0.1127
H (1.17328, 1.24473, -4.99644)  0.1311
H (0.91493, -0.66107, 0.71374)  0.0900
H (-0.07322, -0.12770, -0.58758)  0.0960
H (1.04338, -2.52390, -1.59452)  0.1450
H (0.81104, -2.84666, 0.07751)  0.1201
H (2.94166, 1.25445, 0.45189)  0.1117
H (4.06586, 0.45752, -0.58013)  0.1259
H (4.54434, -0.42063, 1.41069)  0.1332
H (3.32600, -0.58773, 3.29355)  0.0849
H (1.88413, -1.13998, 2.46993)  0.0642
H (2.30174, 0.58078, 2.42967)  0.0611
H (2.56662, -2.60117, 1.00098)  0.0567
H (3.85475, -2.35653, -0.22946)  0.0865
H (4.23221, -2.65562, 1.43662)  0.0897
Yb (-7.06554, 2.24947, 3.39237)  1.8498

Atoms 1-3, force components in eV/Å:
C 0.05 -0.09 0.00
C 0.29 -0.11 0.26
O -0.07 -0.28 -0.05

***

6.
The following is a quantum chemistry calculation of a cluster of 3 separate species, C4H5Cl2NO in total at a distorted geometry, from the Open Molecules 2025 dataset.

Summary:
- Total charge: 0
- SMILES string: CN=C=O.C#CCl.Cl
- DFT total energy: -1205.6906 Eh
- Relative energy (zero: lowest compared OMol25 entry of this formula, charge and spin): 61.7 kcal/mol
- Largest force on an atom: 2.53 eV Å⁻¹
- Molar mass: 154.0 g mol⁻¹

Each line ends with the Löwdin charge.
Element x y z (Å)
C (-1.31451, -0.48828, -1.31432)  -0.1305
N (-1.43098, 0.49944, -0.32534)  0.0497
C (-2.07686, 0.82135, 0.63087)  -0.3484
O (-2.56124, 1.24049, 1.60470)  0.1388
H (-0.29662, -0.50834, -1.80803)  0.0882
H (-1.20018, -1.48053, -0.82493)  0.0799
H (-2.18374, -0.36553, -2.00972)  0.0989
C (1.93171, -1.21706, 0.62864)  0.0248
C (1.17547, -1.69564, 1.45806)  -0.6766
Cl (-0.02258, -1.72198, 2.62996)  0.6668
H (2.74363, -1.27491, -0.02008)  0.0119
Cl (2.97936, 3.49989, -0.68789)  0.2380
H (2.25654, 2.69111, 0.03806)  -0.2416

Atoms 1-3, force components in eV/Å:
C 0.88 -1.58 -0.78
N -0.08 1.11 1.07
C 0.99 -0.27 -0.60

***

What E_HOMO values result from the calculations? In sequence: -18.50; -13.91; -8.53; -9.44; -13.25; -10.35 eV.